DFT (wB97M-V/def2-TZVPD) results for an isolated ion of composition C8H9N2 and charge +1 at a distorted geometry.

Structure (XYZ):
```
19
Properties=species:S:1:pos:R:3:forces:R:3:lowdin_charge:R:1
C -3.307 0.472 -0.201 0.37 -0.17 0.03 0.020
C -2.265 1.392 -0.054 0.16 0.30 0.06 -0.030
C -3.060 -0.899 -0.171 -0.01 -0.13 0.01 -0.025
C -0.972 0.960 0.092 -0.21 -0.14 -0.15 0.027
C -1.778 -1.361 0.004 0.02 -0.04 -0.01 0.027
C -0.695 -0.442 0.102 0.19 0.65 0.08 -0.226
C 0.580 -0.948 0.124 0.17 -0.76 -1.26 0.152
C 4.041 0.181 -0.098 0.83 0.11 0.72 -0.088
N 2.752 -0.019 -0.627 -3.48 -0.86 -0.75 0.035
N 1.809 -0.415 0.144 2.02 0.82 1.40 -0.017
H -4.316 0.829 -0.343 -0.12 0.05 0.01 0.129
H -2.477 2.451 -0.062 -0.05 0.06 -0.03 0.123
H -3.874 -1.598 -0.286 -0.08 -0.05 0.01 0.124
H -0.158 1.662 0.177 0.07 0.09 0.02 0.126
H -1.561 -2.418 0.040 0.03 -0.05 -0.02 0.131
H 4.389 1.148 -0.467 0.00 -0.06 0.09 0.100
H 4.097 0.154 0.997 -0.01 -0.01 0.02 0.091
H 4.712 -0.573 -0.519 -0.03 -0.01 0.04 0.103
H 2.084 -0.575 1.149 0.12 0.21 -0.28 0.198
```
Forces are in eV/Å.

Properties
- net charge = +1
- gap between HOMO and LUMO (alpha / beta) (eV) = 7.0432 / 7.0436
- maximum force (eV/A) = 3.66
- ΔE to the lowest compared entry with this formula, charge and spin (kJ/mol) = 314.8

=====

DFT (wB97M-V/def2-TZVPD) results for C8H9N2O as an isolated structure at a distorted geometry.

Structure (XYZ):
```
20
Properties=species:S:1:pos:R:3:forces:R:3:lowdin_charge:R:1
C 1.157 1.773 -0.031 0.14 0.21 0.13 0.001
C -0.884 -1.296 0.402 0.51 0.39 0.31 0.066
C 1.666 1.835 1.231 -0.13 0.03 -0.76 -0.027
C 0.038 -0.329 0.588 -0.45 -0.65 -0.05 -0.046
C 0.350 0.675 -0.420 0.07 0.36 -0.19 -0.227
C 0.668 -0.244 1.933 -0.11 -0.24 0.10 -0.385
C -1.709 -1.473 -0.816 -0.13 0.04 -0.18 -0.161
C -1.049 -1.005 -2.073 1.88 3.21 0.95 0.071
N 1.436 0.893 2.157 0.22 -0.04 0.68 0.142
N -0.129 0.553 -1.620 -2.21 -3.62 -0.92 0.179
O 0.523 -1.074 2.789 0.03 0.02 0.03 0.140
H 1.387 2.549 -0.740 0.05 0.11 -0.05 0.121
H -1.078 -1.952 1.242 -0.02 0.00 0.07 0.143
H 2.313 2.650 1.517 0.00 0.06 0.12 0.148
H -1.969 -2.531 -0.939 -0.01 0.10 0.01 0.143
H -2.653 -0.940 -0.646 0.02 -0.07 -0.02 0.148
H -0.229 -1.610 -2.432 0.06 -0.07 -0.04 0.114
H -1.707 -0.646 -2.851 -0.01 0.00 -0.10 0.109
H 1.845 0.971 3.083 -0.08 -0.06 -0.19 0.181
H 0.025 1.201 -2.375 0.18 0.22 0.11 0.138
```
Forces are in eV/Å.

Properties
- net charge = +1
- gap between HOMO and LUMO (eV) = 8.2115
- maximum force (eV/A) = 4.33
- ΔE to the lowest compared entry with this formula, charge and spin (kJ/mol) = 23.1

=====

DFT (wB97M-V/def2-TZVPD) results for an isolated ion of composition C8H9N2O and charge +1 at a distorted geometry.

Structure (XYZ):
```
20
Properties=species:S:1:pos:R:3:forces:R:3:lowdin_charge:R:1
C 2.005 2.441 1.381 -1.66 -1.51 0.45 -0.178
C -1.328 -0.968 1.187 -0.21 -0.51 1.41 -0.019
C -1.311 -1.313 -0.145 0.13 -0.34 -0.71 0.019
C 0.138 0.431 -1.018 2.06 3.15 -0.89 -0.001
C -0.316 -0.141 1.863 -1.57 2.11 -4.03 0.090
C -0.298 -0.821 -1.095 0.18 0.92 0.74 -0.260
C -0.389 1.505 -0.040 1.46 -2.15 -0.68 -0.041
C 0.379 -1.773 -2.052 -2.34 1.17 3.18 0.017
N 1.240 1.497 1.741 3.23 2.87 0.40 0.146
N 0.153 0.964 1.196 -1.49 -3.32 2.71 -0.102
O 2.783 3.274 1.201 -0.56 -0.73 0.12 0.270
H -2.015 -1.455 1.959 0.86 0.46 -1.55 0.145
H -1.963 -2.097 -0.638 0.47 0.84 1.35 0.158
H 0.993 0.836 -1.626 -0.88 -0.97 0.30 0.144
H -0.065 -0.304 2.883 0.71 -0.02 0.50 0.139
H -0.003 2.527 0.002 -0.46 -0.19 -1.13 0.143
H -1.422 1.344 -0.170 -1.63 0.66 0.98 0.122
H 0.641 -2.512 -1.384 1.09 -2.33 0.66 0.080
H 1.142 -1.376 -2.570 2.70 1.47 -1.54 0.061
H -0.365 -2.057 -2.675 -2.11 -1.57 -2.27 0.068
```
Forces are in eV/Å.

Properties
- net charge = +1
- SMILES string = CC1=CC[N+](N=C=O)=CC=C1
- gap between HOMO and LUMO (alpha / beta) (eV) = 8.4848 / 8.4836
- maximum force (eV/A) = 4.81
- ΔE to the lowest compared entry with this formula, charge and spin (kJ/mol) = 373.0